[1]
This record from OMol25 describes a 2-piece molecular cluster, C15H18 overall. The level of theory is ωB97M-V with the def2-TZVPD basis set.

XYZ file:
```
33
Properties=species:S:1:pos:R:3:forces:R:3
H 0.7700 0.4598 -1.8591 0.2 -0.5 -0.1
C 3.6446 0.6702 -0.0358 0.7 2.0 1.6
H 0.2443 2.4091 -0.6697 0.2 0.2 -0.1
H -1.6577 -1.7201 3.0305 -0.1 0.1 0.7
C 1.2229 1.9804 -0.4782 -3.0 -2.0 -2.8
C 2.7373 0.1631 -0.9227 -0.9 -1.9 -2.4
H -1.0523 0.0751 1.8633 0.6 0.0 1.1
C 2.0834 2.5315 0.3372 3.0 3.2 2.5
H -2.3268 -3.4270 2.7755 0.0 2.4 -0.4
H -2.7472 2.5672 -1.1055 0.0 -0.1 -0.5
H 3.9805 2.4563 1.2448 0.1 -0.7 -0.1
C 3.0722 -1.1041 -1.7408 -2.3 -1.5 2.8
H -3.2843 -1.9318 2.4806 -2.6 1.0 -0.2
C -2.3327 -2.2908 2.4201 3.6 -4.2 -0.9
H 2.2063 -1.5758 -2.2832 0.2 0.6 1.1
H 3.6960 -0.9896 -2.5320 2.5 0.9 -2.0
C -2.7364 0.4304 -1.5135 0.0 -1.0 0.4
H -2.8960 -1.8530 -1.4226 0.3 1.7 -0.1
H -1.8690 -3.1132 0.3745 -0.3 -0.6 -0.3
H 4.6665 0.2694 0.1025 -0.9 0.0 -0.1
C -1.6245 -2.2631 0.9781 -1.2 0.3 1.6
H 1.9507 3.6423 0.6145 0.1 -2.0 0.2
C -1.5751 0.1715 0.9560 -1.9 0.7 -0.8
C -2.5980 -0.8543 -0.9763 0.3 -1.3 1.4
C -2.0229 -0.9837 0.3175 1.2 0.7 -1.5
C -2.5142 1.5641 -0.7836 0.5 0.4 2.5
H -2.9734 0.5926 -2.5112 -0.8 -0.2 -1.8
H -1.8289 2.2236 1.1832 0.3 1.4 0.5
H 3.4991 -1.8820 -1.0357 -0.4 0.7 -0.9
C -1.9993 1.4295 0.5257 0.3 -1.8 -1.4
C 1.5157 0.7888 -1.1501 0.1 0.6 0.7
C 3.2956 1.8744 0.6213 0.3 0.4 -0.5
H -0.5464 -2.3107 1.1949 -0.3 0.2 -0.3
```
Positions in Å, forces in eV/Å.

SMILES ... CCc1ccccc1.Cc1ccccc1
Multiplicity ... 1
Relative energy (zero: lowest compared OMol25 entry of this formula, charge and spin) ... 1.5383 eV
Frontier orbital gap ... 9.77 eV
Highest occupied orbital energy ... -8.88 eV
LUMO energy ... 0.89 eV

[2]
This record from OMol25 describes C26H18BrN3S2Yb as an isolated structure. The level of theory is ωB97M-V with the def2-TZVPD basis set.

XYZ file:
```
51
Properties=species:S:1:pos:R:3:forces:R:3
C 2.8328 2.7370 -1.2105 0.5 1.3 0.9
H -4.8264 -4.3063 -6.5462 -0.6 0.2 -1.9
N -1.5551 -0.8646 -1.3872 0.0 0.2 0.5
S 2.2649 2.3948 3.9889 0.1 0.1 0.8
C -4.1277 -5.1624 -4.7507 -0.1 -1.0 1.2
C -2.2314 -2.7354 0.0509 0.5 0.0 0.0
C 5.0190 3.9845 -0.7810 0.1 0.3 -1.1
C -0.8421 -1.4528 2.1555 0.7 0.9 -0.3
C -2.1168 -3.3755 1.3425 1.5 1.1 1.2
H 2.8701 0.4399 6.9979 -0.4 0.3 -0.2
C 2.9773 4.9993 -1.9121 -0.3 -0.4 0.5
C 3.6037 3.9033 -1.3255 0.6 -0.8 0.4
C 0.2482 1.0924 1.6858 -0.1 -0.5 1.3
N 1.5037 2.7544 -1.3910 -0.6 -0.1 0.0
C -3.3925 -3.3420 -3.4775 0.7 1.9 -0.3
C -3.6586 -4.6911 -3.5270 -0.2 -1.6 0.0
C 1.2683 0.9997 4.0674 0.0 -0.3 0.1
C -1.3854 -2.7574 2.3519 -1.2 -0.1 -1.7
C -2.7510 -2.7142 -2.3170 -1.2 -1.2 -0.1
H 0.4214 2.1758 1.5562 0.4 -0.7 -0.1
H -1.1810 -3.1955 3.3056 -0.2 -0.5 0.3
H -2.4327 -4.3908 1.5005 -0.4 -0.2 -0.1
S -3.8289 -2.5817 -5.0175 0.1 -1.1 -0.1
C 1.4775 0.3415 5.2764 -0.4 -0.6 -1.2
H 0.9285 -0.5689 5.4561 0.3 0.0 0.6
C -2.8126 -3.3774 -1.0577 -0.1 1.1 -0.4
H 3.2459 1.8360 -0.7664 0.1 0.0 -0.3
C -2.1297 -1.4569 -2.3838 -0.8 0.0 -1.3
C 0.8858 3.8686 -1.7313 0.8 1.3 -0.3
Yb -0.1551 1.1130 -1.4753 -0.4 0.2 -0.8
Br -1.1079 3.8635 -1.7732 1.3 -0.1 0.0
C -4.2646 -4.1703 -5.6863 0.5 2.0 2.3
H 5.3188 3.0793 -0.2696 -0.1 -0.1 0.3
H 3.4803 5.8843 -2.2053 0.8 0.6 0.0
N -0.3351 0.4346 0.7135 -0.8 -0.1 -0.1
H -4.4976 -6.1776 -4.9374 0.5 0.4 0.1
C 2.9152 2.0481 5.5693 0.6 1.8 -1.2
H -3.4248 -4.2888 -0.9835 0.7 0.4 0.4
C 2.4755 0.8905 6.0864 -0.4 -0.6 0.7
C 1.6160 5.0362 -2.0384 -1.7 -0.7 -0.5
H 1.1493 5.9270 -2.4412 -0.2 -0.1 0.2
H -3.4641 -5.2513 -2.6220 -0.2 -0.6 -0.5
H 3.5649 2.8071 5.9996 0.1 -0.4 -0.1
C -0.0967 -0.7872 3.1487 -1.1 -0.8 0.5
H -2.2060 -0.9155 -3.3313 0.3 -0.1 0.1
H -0.1170 -1.2460 4.1557 0.3 0.2 -0.9
H 5.1623 4.8791 -0.1594 -0.3 -0.4 0.0
C -1.5874 -1.4514 -0.1575 -0.2 -1.1 -0.2
H 5.7313 4.1209 -1.6087 -0.2 -0.1 0.1
C -0.9134 -0.8015 0.9033 0.4 -0.3 0.7
C 0.4809 0.4519 2.9594 0.3 0.5 0.6
```
Positions in Å, forces in eV/Å.

Charge ... +3
Multiplicity ... 2
Relative energy (zero: lowest compared OMol25 entry of this formula, charge and spin) ... 0.7807 eV
Frontier orbital gap (spin up / spin down) ... 5.97 / 3.38 eV
Highest occupied orbital energy (spin up / spin down) ... -15.36 / -15.21 eV
LUMO energy (spin up / spin down) ... -9.39 / -11.83 eV

[3]
This record from OMol25 describes a 2-piece molecular cluster, C6H10FN overall. The level of theory is ωB97M-V with the def2-TZVPD basis set.

XYZ file:
```
18
Properties=species:S:1:pos:R:3:forces:R:3
H 0.4062 -1.0493 1.6136 1.6 -1.6 1.6
C -0.3027 -0.7330 0.9492 -1.1 0.1 -1.8
C -1.8424 0.8294 0.0609 -1.7 0.1 2.9
C -0.7371 0.6714 1.1181 0.8 1.5 0.8
H -1.7776 1.8629 -0.2599 -0.4 -0.2 -0.8
C 3.0223 0.8770 -0.3600 1.2 3.1 0.2
H -1.1318 0.1122 -1.8241 -0.2 -1.0 1.1
N 2.5447 -0.2950 -0.5127 1.7 -1.2 -0.3
C -1.6236 -0.3310 -0.8767 0.4 2.1 -2.8
H -0.5944 -2.2831 -0.6512 0.1 0.7 0.9
H 0.1848 1.3793 0.8906 -1.7 -1.2 0.6
H 1.5900 -0.3888 -0.2812 -1.2 -0.5 0.1
H -1.1151 0.8539 2.1784 0.7 0.1 -1.3
H -2.8514 0.6904 0.6459 1.6 0.3 -1.3
H 3.1330 -1.1070 -0.6560 -0.1 -0.3 -0.2
H -2.5189 -0.7452 -1.2610 -1.1 -0.5 -0.3
F 4.3996 0.9556 -0.6048 -1.7 -1.1 0.2
C -0.7855 -1.2997 -0.1690 1.0 -0.5 0.5
```
Positions in Å, forces in eV/Å.

Multiplicity ... 1
Relative energy (zero: lowest compared OMol25 entry of this formula, charge and spin) ... 2.2213 eV
Frontier orbital gap ... 9.98 eV
Highest occupied orbital energy ... -9.06 eV
LUMO energy ... 0.92 eV